DFT (ωB97M-V/def2-TZVPD) results for a molecular structure, C21H20F3N3PtS.

Atoms and positions in Å:
Pt  -0.01  -0.44  0.13
F  -5.89  -2.47  1.74
C  -4.58  -2.61  1.44
F  -4.01  -3.26  2.46
F  -4.50  -3.40  0.36
C  -3.94  -1.26  1.20
C  -4.72  -0.13  1.23
C  -4.16  1.12  1.00
C  -2.81  1.18  0.76
N  -2.04  0.09  0.74
C  -2.56  -1.14  0.93
S  -1.39  -2.39  0.77
H  -5.78  -0.22  1.43
H  -4.75  2.03  1.01
H  -2.30  2.13  0.59
C  1.08  -0.67  2.85
C  1.92  -1.87  2.42
C  3.19  -1.45  1.72
C  4.37  -1.40  2.44
C  5.54  -0.92  1.88
C  5.52  -0.45  0.58
C  4.36  -0.48  -0.19
C  4.37  0.24  -1.52
C  3.83  1.67  -1.38
C  3.19  -1.03  0.38
N  1.99  -1.09  -0.39
C  1.98  -1.67  -1.55
C  0.86  -1.55  -2.40
C  0.58  -2.06  -3.68
C  -0.68  -1.57  -4.02
C  -1.12  -0.79  -2.93
N  -0.19  -0.77  -1.97
H  0.20  -0.95  3.42
H  0.73  -0.10  1.95
H  1.68  0.05  3.42
H  1.32  -2.52  1.77
H  2.17  -2.46  3.31
H  4.37  -1.75  3.47
H  6.46  -0.90  2.45
H  6.42  -0.04  0.14
H  3.79  -0.27  -2.29
H  5.40  0.27  -1.89
H  2.79  1.66  -1.07
H  3.89  2.21  -2.33
H  4.40  2.23  -0.63
H  2.84  -2.24  -1.88
H  1.23  -2.69  -4.27
H  -1.22  -1.74  -4.94
H  -2.05  -0.26  -2.81

Values from the calculation:
- Maximum force: 0.0103 Eh/bohr
- Spin multiplicity: 3
- HOMO level (spin up / spin down): -7.39 / -7.76 eV
- ⟨S²⟩: 2.01
- Frontier orbital gap (spin up / spin down): 7.65 / 6.69 eV
- Electronic energy: -48806.07203 eV

Here are the Mulliken charges for atoms 1 to 8, given in e: Pt 0.546; F -0.303; C 0.675; F -0.227; F -0.225; C -0.103; C -0.123; C -0.730